C23H64O9 | ωB97M-V/def2-TZVPD

Geometry as XYZ:
```
96
C23H64O9 (ωB97M-V/def2-TZVPD)
C -4.889 3.047 -0.193
C -4.528 2.048 -1.366
C -3.924 0.773 -0.788
O -5.669 1.659 -2.085
H -5.607 3.832 -0.431
H -3.995 3.433 0.298
H -5.500 2.597 0.590
H -3.854 2.530 -2.074
H -3.370 0.831 0.148
H -3.417 0.227 -1.584
H -4.770 0.115 -0.587
H -5.319 1.338 -2.919
C -0.973 4.058 2.717
C 0.095 3.317 1.900
C -0.569 2.815 0.578
O 1.028 4.304 1.518
H -0.552 4.444 3.646
H -1.787 3.411 3.045
H -1.430 4.954 2.297
H 0.699 2.599 2.454
H -1.371 2.084 0.675
H 0.127 2.318 -0.098
H -0.885 3.665 -0.027
H 1.670 3.799 1.014
C -1.900 -4.346 2.879
C -1.959 -5.851 3.114
C -3.429 -6.069 3.340
O -1.692 -6.468 1.958
H -2.444 -4.043 1.985
H -0.960 -4.028 2.429
H -2.147 -3.596 3.631
H -1.362 -6.128 3.982
H -3.722 -7.082 3.616
H -4.093 -5.924 2.489
H -3.825 -5.318 4.024
H -1.138 -7.238 2.108
C 0.640 1.820 -3.662
C -0.796 2.479 -3.664
C -1.228 3.072 -4.965
O -1.614 1.354 -3.402
H 0.893 1.157 -4.490
H 0.898 1.251 -2.769
H 1.328 2.664 -3.701
H -1.024 3.101 -2.797
H -0.580 3.914 -5.210
H -2.211 3.541 -4.945
H -1.196 2.431 -5.846
H -1.217 0.710 -3.992
C 0.437 -2.272 -3.020
C -0.407 -2.303 -4.271
C -1.786 -3.004 -4.080
O -0.764 -0.981 -4.706
H -0.057 -1.810 -2.165
H 1.288 -1.618 -3.214
H 0.825 -3.235 -2.687
H 0.083 -2.783 -5.118
H -2.503 -2.918 -4.896
H -2.303 -2.578 -3.220
H -1.726 -4.084 -3.945
H -0.703 -0.868 -5.658
C 1.412 -0.058 4.960
C 1.595 -1.522 4.541
O 2.633 -1.623 3.678
H 0.463 0.360 4.625
H 2.237 0.612 4.718
H 1.343 0.065 6.041
H 0.757 -1.872 3.937
H 1.864 -2.095 5.429
H 2.752 -2.547 3.445
C -0.127 -1.443 0.795
C 1.038 -0.570 0.245
O 2.102 -1.504 0.116
H -1.089 -0.969 0.602
H 0.064 -1.545 1.863
H -0.237 -2.358 0.213
H 1.327 0.244 0.910
H 0.856 0.039 -0.640
H 2.910 -1.048 0.359
C 3.559 4.040 -0.978
C 3.620 2.591 -0.582
O 3.448 2.414 0.796
H 2.557 4.447 -0.846
H 3.759 4.079 -2.049
H 4.369 4.627 -0.546
H 4.570 2.089 -0.767
H 2.815 2.027 -1.053
H 3.500 1.489 1.047
C 5.911 -0.725 0.420
C 5.100 -0.946 1.757
O 3.932 -0.154 1.782
H 6.849 -1.280 0.409
H 6.011 0.360 0.416
H 5.279 -1.011 -0.420
H 5.725 -0.801 2.638
H 4.855 -2.008 1.788
H 3.424 -0.548 2.494
```

The relative energy (zero: lowest compared OMol25 entry of this formula, charge and spin) comes out at 322.2 kJ/mol. The orbital gap comes out at 9.9042 eV. The value obtained for the largest force on an atom is 0.0829 Eh/bohr. The calculation puts the electronic energy at -43312.585 eV. For the HOMO energy, the calculation gives -9.56 eV.

Here are the Löwdin charges for atoms 1 to 8, given in e: -0.04, -0.47, -0.07, -0.05, 0.07, 0.06, 0.07, 0.12